(1)
# C29H29N4O5PRuS3

A structure of composition C29H29N4O5PRuS3 (the ωB97M-V functional and the def2-TZVPD basis, OMol25).

Geometry (Å):
H -1.705 3.909 4.443
N -4.536 -0.467 -1.875
H -2.642 1.928 0.610
H 3.954 -2.259 0.920
C -1.609 3.308 1.893
S 1.009 1.039 -2.254
H -1.018 5.113 -4.770
O -2.734 0.847 -1.398
O 1.268 -2.250 -1.959
C -4.269 1.694 -2.973
N -1.117 4.720 4.347
H 3.435 -1.595 3.279
H -4.887 -1.569 -0.123
H -4.573 1.275 -3.932
C 1.106 -0.327 -5.089
C -2.084 3.786 -6.075
H -2.524 3.684 2.332
H -6.410 -1.345 -2.072
H 1.719 1.616 -5.800
H -3.202 -1.418 -0.549
H 0.080 3.284 -3.518
H -5.118 2.239 -2.554
H -3.446 2.386 -3.127
H -6.299 0.247 -2.806
H -5.546 -1.150 -3.604
H -1.943 0.405 -5.976
C -5.764 -0.682 -2.643
H 3.304 0.708 -7.452
C -2.346 2.462 -6.414
C -0.223 4.835 3.353
S -1.376 -1.024 -3.297
N -0.609 1.849 0.297
C 0.753 3.289 1.639
C 1.420 -1.045 2.804
C 2.156 -2.207 -6.160
P -0.019 0.361 -3.862
C 2.890 -1.341 -6.957
C -3.804 0.633 -2.015
C -0.853 1.733 -4.673
C -4.190 -1.548 -0.962
C 2.735 0.034 -6.825
Ru -0.782 -0.219 -0.929
H -4.242 -2.498 -1.495
C -1.691 2.341 0.908
S 0.919 6.004 3.267
H -3.027 2.234 -7.224
C 2.006 -1.734 0.232
H 0.681 -2.373 -4.602
H -2.557 4.587 -6.627
C 1.843 0.543 -5.894
C 2.181 -2.196 -1.180
C -0.368 3.791 2.281
C -0.593 3.056 -4.334
H 1.111 -0.775 3.805
O 3.424 -2.594 -1.446
O -1.243 -0.043 3.086
H 3.443 -2.887 -2.372
C 2.686 -1.499 2.504
O -1.679 -0.589 0.948
C 2.986 -1.864 1.191
H 1.738 3.650 1.902
H 2.272 -3.277 -6.274
N 0.793 -1.240 0.515
C -1.734 1.437 -5.716
H 3.578 -1.737 -7.693
C 0.500 -0.928 1.772
C 0.588 2.326 0.668
C -1.215 4.083 -5.036
H -1.071 5.377 5.109
C -0.918 -0.470 2.001
H 1.451 1.916 0.160
C 1.262 -1.704 -5.223

Results
⟨S²⟩	8.76
molecular weight	741.82	Da
net charge	+1
HOMO-LUMO gap (alpha / beta)	7.65 / 6.23	eV
2S+1	6

(2)
# C25H27NO4S

An isolated molecule of C25H27NO4S (the ωB97M-V functional and the def2-TZVPD basis, OMol25).

Geometry (Å):
O 2.486 -2.793 2.422
C -2.226 1.212 -1.601
C 0.640 -1.867 0.335
C -1.477 2.041 -5.092
H 1.245 -3.935 0.289
H 1.104 -4.291 2.765
O 1.701 0.744 -0.525
C 0.850 -1.650 5.662
C 1.986 1.256 3.501
C -3.253 1.005 -3.835
C 1.124 0.211 4.164
C 0.625 -3.280 0.910
H -2.045 1.159 -0.546
H -0.389 -3.680 0.913
C -1.985 1.618 -3.862
H 1.050 -2.389 -1.727
H 1.998 1.898 -2.906
H -4.962 0.330 -4.939
C 1.166 -3.278 2.342
H 2.152 -0.403 -2.091
H 1.276 -2.354 6.361
H 0.031 3.236 -2.850
C 1.127 2.126 1.379
C -0.041 2.292 -2.296
C 0.174 2.564 -0.842
C 0.287 -1.841 -1.152
C 1.063 1.346 -2.794
H -0.514 2.528 -5.140
H 3.035 1.111 3.773
H -0.654 0.870 3.177
H 2.182 0.400 1.579
H 1.666 2.256 3.813
H -0.357 3.381 -0.381
O 0.141 -0.540 -1.686
C -2.213 1.841 -6.238
N 1.854 1.221 2.063
C -0.233 0.155 3.869
H -0.685 -2.311 -1.318
C -1.410 1.717 -2.551
H -0.068 -1.241 0.881
C -0.501 -1.701 5.364
H -1.132 -2.443 5.831
H -1.821 2.169 -7.190
C 0.978 1.826 -0.078
C -1.041 -0.797 4.464
H 0.573 -2.606 2.966
H -2.095 -0.832 4.229
H -4.020 1.077 -7.103
H 2.714 -0.671 5.291
C 1.300 0.227 -1.778
C 1.660 -0.702 5.061
H 3.056 -3.368 1.898
H 0.790 0.895 -3.747
S -3.714 0.578 -2.213
H 1.639 -1.450 0.474
C -3.993 0.804 -4.989
C -3.462 1.224 -6.191
O 0.619 3.111 1.885

Results
molecular weight	437.56	Da
HOMO-LUMO gap	8.63	eV
SMILES string	O=C(NCc1ccccc1)C1=C[C@H](c2csc3ccccc23)C[C@H](OCCCCO)O1

(3)
# C22H19CuN6O2S

A structure of composition C22H19CuN6O2S (the ωB97M-V functional and the def2-TZVPD basis, OMol25).

Geometry (Å):
H 0.611 0.199 2.118
N 4.228 -1.833 -1.794
H 2.180 4.750 -2.064
C -0.924 -2.462 1.122
C -3.001 1.822 -0.900
C -1.749 1.384 -1.239
H -4.244 3.524 -0.472
C 4.092 -1.934 -3.162
H -0.036 5.663 -1.414
H -3.809 1.112 -0.790
H 2.458 2.288 -2.291
C 2.905 -1.345 -3.461
H 4.839 -2.398 -3.780
N 1.569 -0.398 0.299
N 0.520 1.862 -1.796
C -2.020 -2.143 3.257
H -3.714 -0.563 0.773
H -0.141 -2.903 0.521
S -1.823 -1.387 -1.222
H 2.436 -1.219 -4.421
H -3.799 -0.946 3.201
C -2.088 -2.385 4.739
C 2.754 -0.917 0.063
N 2.316 -0.914 -2.298
C 2.641 -0.651 2.239
C -2.984 -1.361 2.621
O -0.636 -2.105 -1.718
C -0.965 3.719 -1.291
C 0.117 4.596 -1.520
C 1.491 -0.211 1.652
Cu 0.531 -0.199 -1.759
C -0.999 -2.695 2.488
H 5.006 -2.188 -1.264
C 1.339 4.098 -1.877
H -1.491 -3.249 5.026
C -3.246 3.204 -0.739
C -0.713 2.344 -1.441
N -1.313 0.099 -1.480
H -0.258 -3.329 2.961
N 3.448 -1.078 1.212
C -1.890 -1.672 0.516
C -2.267 4.137 -0.923
H 4.381 -1.436 1.320
H 2.959 -0.685 3.266
O -3.109 -1.667 -1.768
C -2.934 -1.133 1.259
C 1.500 2.710 -2.007
H -3.115 -2.555 5.061
H -1.713 -1.519 5.290
H -2.470 5.192 -0.802
C 3.131 -1.227 -1.307

Results
⟨S²⟩	0.75
molecular weight	495.05	Da
net charge	+1
HOMO-LUMO gap (alpha / beta)	7.89 / 7.10	eV
2S+1	2

(4)
# C3H4FO2S

A cluster of 2 separate species, C3H4FO2S in total (the ωB97M-V functional and the def2-TZVPD basis, OMol25).

Geometry (Å):
H -2.459 -0.606 -1.346
H 0.563 1.411 0.937
F -0.485 0.040 1.979
H -2.082 -1.148 0.518
S 2.268 -0.636 0.066
C -0.849 0.323 -0.401
C -0.275 0.755 0.810
O 3.286 0.350 0.586
O 2.448 -0.873 -1.422
C -1.890 -0.515 -0.447
H -0.525 0.898 -1.282

Results
molecular weight	123.13	Da
net charge	-1
HOMO-LUMO gap (alpha / beta)	7.66 / 5.28	eV

| no. | E (a.u.) | maximum force (eV Å⁻¹) |
| --- | --- | --- |
| 1 | -3348.42730 | 0.59 |
| 2 | -1722.77418 | 0.86 |
| 3 | -3367.29760 | 0.30 |
| 4 | -765.19897 | 2.81 |